The following is a quantum chemistry calculation of a cluster of 9 separate species, C39H93N3O15 in total in a non-equilibrium geometry, from OMol25.

Energy in eV: -77120.7620
SMILES: CC1(C)CCCC(C)(C)N1O.CC1(C)CCCC(C)(C)N1O.CC1(C)CCCC(C)(C)N1O.OCCO.OCCO.OCCO.OCCO.OCCO.OCCO

Last column: Mulliken charge in e.
Element x y z (Å)
C 9.10644 16.46683 20.45884  -0.59
C 7.57792 16.59360 20.35233  -0.43
O 7.27911 17.81281 19.59092  -0.52
O 9.66097 17.51067 21.25747  -0.30
H 9.61196 16.38936 19.49626  0.29
H 9.51945 15.58779 20.95361  0.37
H 7.01526 16.48807 21.27990  0.28
H 7.16014 15.73609 19.82485  0.34
H 7.69134 17.75357 18.72596  0.29
H 9.67187 18.32297 20.74597  0.19
C 17.31194 24.34268 23.14803  0.09
C 16.87467 23.09353 23.94858  0.10
O 17.96249 22.44935 24.76098  -0.57
O 17.83630 25.28045 23.94655  -0.62
H 16.52334 24.63204 22.45342  0.38
H 18.12359 23.93872 22.54294  -0.39
H 16.28038 22.41730 23.33407  -0.18
H 16.11265 23.37460 24.67551  0.52
H 17.60105 22.12691 25.58984  0.30
H 18.71173 25.05401 24.26897  0.37
C 7.94234 23.22749 21.55521  -0.32
C 9.01349 24.01326 20.92478  0.20
O 8.62633 25.41363 20.77184  -0.73
O 7.16776 23.95692 22.48260  -0.61
H 8.36772 22.44804 22.18736  0.09
H 7.21099 22.75993 20.89595  0.33
H 9.26318 23.60432 19.94574  0.22
H 9.91810 24.03147 21.53262  0.30
H 8.64972 25.99722 21.53373  0.33
H 6.52486 24.52125 22.04692  0.34
C 11.80095 27.09789 19.13864  -0.64
C 11.87198 26.42147 17.75010  0.57
O 11.18942 26.94400 16.55854  -0.48
O 10.51477 27.22611 19.65082  -0.45
H 12.02736 28.15842 19.24870  0.33
H 12.37364 26.67243 19.96272  0.35
H 11.35493 25.50211 18.02492  -0.48
H 12.90917 26.12952 17.58546  0.30
H 11.73158 27.71745 16.38692  0.29
H 10.29251 26.40203 20.09024  0.26
C 8.33958 23.51369 15.36896  -0.54
C 8.25922 24.05557 16.85186  -0.50
O 9.40918 23.53073 17.55653  -0.08
O 9.48978 23.98571 14.78680  -0.54
H 7.53463 23.95668 14.78252  0.40
H 8.26936 22.42960 15.28010  0.26
H 7.27751 23.65963 17.11184  0.31
H 8.15096 25.13958 16.88770  0.36
H 10.17656 24.08271 17.38906  -0.03
H 10.19607 23.59990 15.31015  0.29
C 16.04431 18.92475 23.40606  -0.15
C 16.54419 17.71551 24.15680  -0.72
O 16.01593 17.48436 25.52389  -0.48
O 14.63119 19.18644 23.64475  -0.29
H 16.35906 19.03639 22.36848  0.36
H 16.45555 19.87211 23.75463  0.08
H 17.62362 17.85074 24.22490  0.37
H 16.54555 16.74933 23.65224  0.44
H 15.82072 16.54579 25.47294  0.30
H 14.51645 19.28457 24.59280  0.12
C 12.55280 16.89074 25.18833  -1.81
C 11.45874 16.72621 26.29653  1.69
C 10.66548 15.41457 25.80150  -1.04
C 10.10306 14.48962 26.78400  -0.93
C 10.94929 14.29893 28.00434  -0.90
C 11.65907 15.55658 28.58864  1.22
N 12.29440 16.31043 27.46318  0.42
O 13.17748 17.27179 28.00397  -0.52
C 10.69054 16.48561 29.47737  -1.86
C 12.81374 14.98486 29.45269  -1.84
C 10.63482 17.98076 26.60849  -1.66
H 12.01844 17.22393 24.29865  0.44
H 13.26523 16.09185 24.98259  0.27
H 13.10010 17.82975 25.27096  0.31
H 9.95797 15.62279 24.99889  0.53
H 11.42888 14.73581 25.42123  0.40
H 9.75155 13.55634 26.34406  0.36
H 9.25030 15.07089 27.13476  0.35
H 11.68727 13.51895 27.81694  0.43
H 10.19827 13.97488 28.72481  0.34
H 9.67713 16.56645 29.08421  0.36
H 10.67852 16.01628 30.46108  0.50
H 11.04421 17.51475 29.53957  0.36
H 13.51637 14.56167 28.73483  0.47
H 13.39365 15.63661 30.10616  0.34
H 12.68927 14.12635 30.11267  0.40
H 9.80916 17.94576 25.89774  0.39
H 11.19847 18.91290 26.64716  0.31
H 10.12551 17.85051 27.56334  0.31
H 13.79632 17.31584 27.27137  0.39
C 12.38665 19.08158 21.19422  -1.58
C 12.04077 20.62901 20.94379  1.89
C 13.17779 21.57518 21.49808  -1.56
C 14.50339 21.59635 20.74065  0.41
C 14.21927 21.82227 19.28016  -1.62
C 13.05724 21.09820 18.61803  2.00
N 11.89103 21.00791 19.51926  1.01
O 10.68751 20.71825 18.96843  -0.52
C 12.67468 21.95122 17.40628  -2.26
C 13.54281 19.74501 18.12931  -2.08
C 10.79589 21.04444 21.72548  -1.55
H 13.46311 18.93001 21.11443  0.13
H 11.97822 18.45624 20.40033  0.34
H 12.00584 18.78010 22.17002  0.24
H 12.88337 22.62432 21.52480  0.42
H 13.46174 21.33512 22.52270  0.43
H 14.96217 20.60961 20.80340  -0.31
H 15.17831 22.31069 21.21214  0.14
H 15.10382 21.60423 18.68172  0.48
H 14.09491 22.90510 19.26981  0.43
H 12.41670 22.95592 17.74113  0.36
H 13.48257 22.15499 16.70351  0.43
H 11.85123 21.55234 16.81390  0.52
H 12.74478 19.07357 17.81243  0.35
H 14.21694 19.92394 17.29168  0.50
H 13.97870 19.10838 18.89925  0.30
H 9.94174 20.36790 21.69675  0.45
H 10.47349 22.00038 21.31277  -0.15
H 11.05263 21.07566 22.78435  0.41
H 10.38924 21.52867 18.54909  0.26
C 20.07943 26.28067 18.33480  -1.95
C 20.77980 24.89532 18.51250  1.28
C 21.29939 25.06418 19.98158  -0.94
C 21.60980 23.72522 20.63836  -0.85
C 20.42001 22.79347 20.57678  0.00
C 19.87236 22.50768 19.11739  2.28
N 19.69011 23.80521 18.40292  0.12
O 19.04254 23.63456 17.23007  -0.42
C 20.98210 21.60502 18.48220  -2.05
C 18.51368 21.81483 19.27855  -2.28
C 21.94317 24.77820 17.51570  -1.49
H 19.72601 26.38262 17.30874  0.38
H 20.72924 27.11020 18.61358  0.37
H 19.18021 26.29818 18.95059  0.47
H 22.32995 25.40148 19.87082  0.35
H 20.65845 25.64821 20.64203  0.45
H 21.87544 24.07626 21.63550  0.35
H 22.51141 23.30757 20.19030  0.37
H 19.57401 23.01411 21.22770  -0.87
H 20.77745 21.85292 20.99596  0.47
H 22.03424 21.85899 18.61109  0.32
H 20.82820 20.56783 18.77991  0.51
H 20.92950 21.43207 17.40729  0.44
H 18.42211 21.46485 20.30677  0.38
H 17.69062 22.51246 19.12363  0.43
H 18.57633 20.84107 18.79279  0.43
H 22.41216 23.84574 17.82981  0.35
H 22.77558 25.48191 17.51722  0.41
H 21.57692 24.60922 16.50308  0.35
H 19.83075 23.44442 16.71608  0.38

Atoms 1-2, force components in eV/Å:
0.281 0.090 1.202
0.603 -0.241 -1.726